Density functional theory data (the ωB97M-V functional and the def2-TZVPD basis) for a cluster of 11 separate species, C30H74O15S11 in total in a non-equilibrium geometry.

Results
HOMO energy (eV): -8.440
LUMO level (Ha): -0.0029
2S+1: 1

Geometry (Å):
C1 6.091 -17.749 -6.875
S1 7.754 -17.248 -6.350
O1 8.685 -17.668 -7.409
C2 7.597 -15.428 -6.604
H1 5.974 -18.821 -6.742
H2 6.050 -17.446 -7.922
H3 5.326 -17.244 -6.283
H4 7.151 -15.002 -5.700
H5 7.097 -15.255 -7.559
H6 8.632 -15.065 -6.719
C3 7.811 -16.813 -2.531
S2 7.188 -15.451 -1.468
O2 5.748 -15.713 -1.135
C4 8.100 -16.077 -0.107
H7 7.568 -17.775 -2.053
H8 8.888 -16.696 -2.670
H9 7.234 -16.825 -3.468
H10 7.951 -15.404 0.759
H11 9.175 -16.120 -0.321
H12 7.709 -17.075 0.108
C5 13.116 -16.955 -4.823
S3 12.160 -18.083 -3.679
O3 11.791 -17.344 -2.479
C6 10.659 -18.248 -4.756
H13 13.331 -17.510 -5.754
H14 14.104 -16.753 -4.421
H15 12.541 -16.043 -4.962
H16 10.412 -17.232 -5.063
H17 9.828 -18.807 -4.273
H18 10.897 -18.852 -5.646
C7 8.612 -27.331 -7.088
S4 7.234 -27.782 -6.051
O4 7.798 -28.719 -5.095
C8 7.333 -26.136 -5.117
H19 8.349 -26.442 -7.659
H20 8.852 -28.149 -7.778
H21 9.422 -27.132 -6.376
H22 7.184 -25.224 -5.717
H23 8.300 -26.205 -4.614
H24 6.589 -26.187 -4.302
C9 0.987 -22.353 -4.282
S5 2.487 -22.996 -5.164
O5 3.399 -21.829 -5.304
C10 3.075 -24.079 -3.777
H25 1.258 -21.925 -3.306
H26 0.254 -23.145 -4.120
H27 0.606 -21.597 -4.951
H28 3.279 -23.469 -2.883
H29 3.950 -24.632 -4.151
H30 2.278 -24.773 -3.513
C11 10.641 -21.727 -9.226
S6 10.193 -23.405 -8.612
O6 8.731 -23.310 -8.424
C12 10.361 -24.258 -10.245
H31 9.913 -21.453 -9.991
H32 11.671 -21.717 -9.580
H33 10.477 -21.007 -8.411
H34 11.403 -24.261 -10.580
H35 9.780 -23.683 -10.970
H36 9.923 -25.244 -10.162
C13 6.653 -22.237 -4.312
S7 6.955 -20.489 -4.726
O7 7.551 -19.823 -3.539
C14 8.207 -20.837 -6.012
H37 7.593 -22.640 -3.909
H38 6.343 -22.716 -5.244
H39 5.931 -22.358 -3.509
H40 8.601 -19.917 -6.463
H41 7.743 -21.487 -6.769
H42 9.070 -21.308 -5.502
C15 12.666 -21.631 -2.880
C16 13.394 -22.994 -2.903
C17 12.334 -23.993 -2.416
S8 10.806 -23.406 -3.340
O8 9.817 -23.297 -2.311
O9 10.665 -24.157 -4.544
C18 11.358 -21.692 -3.739
H43 13.308 -20.801 -3.201
H44 12.423 -21.360 -1.847
H45 14.239 -22.978 -2.196
H46 13.844 -23.228 -3.872
H47 12.046 -23.937 -1.358
H48 12.518 -25.039 -2.678
H49 10.621 -20.961 -3.393
H50 11.467 -21.624 -4.829
C19 8.707 -21.154 0.024
C20 9.411 -20.169 -0.959
C21 10.480 -19.394 -0.179
S9 11.096 -20.659 1.016
O10 10.964 -20.127 2.340
O11 12.304 -21.218 0.486
C22 9.827 -21.930 0.728
H51 8.021 -21.789 -0.517
H52 8.158 -20.552 0.761
H53 8.701 -19.544 -1.503
H54 9.906 -20.710 -1.751
H55 10.037 -18.595 0.429
H56 11.302 -18.998 -0.779
H57 9.546 -22.397 1.675
H58 10.230 -22.711 0.073
C23 3.798 -18.308 -0.627
C24 3.978 -18.399 -2.150
C25 3.555 -19.828 -2.598
S10 4.109 -20.880 -1.185
O12 5.347 -21.545 -1.470
O13 2.943 -21.569 -0.709
C26 4.434 -19.550 0.055
H59 2.733 -18.214 -0.389
H60 4.200 -17.364 -0.233
H61 4.963 -18.112 -2.491
H62 3.269 -17.668 -2.556
H63 4.028 -20.197 -3.508
H64 2.477 -19.989 -2.615
H65 5.515 -19.517 0.248
H66 3.927 -19.813 0.994
C27 5.658 -22.086 -9.591
C28 5.534 -23.059 -10.833
C29 5.843 -24.475 -10.409
S11 4.999 -24.503 -8.800
O14 5.626 -25.422 -7.882
O15 3.603 -24.550 -9.121
C30 5.353 -22.842 -8.281
H67 5.018 -21.211 -9.684
H68 6.699 -21.809 -9.463
H69 6.142 -22.807 -11.706
H70 4.502 -23.053 -11.194
H71 6.913 -24.666 -10.284
H72 5.429 -25.268 -11.026
H73 6.252 -22.957 -7.666
H74 4.530 -22.383 -7.748



Density functional theory data (the ωB97M-V functional and the def2-TZVPD basis) for a structure of composition C30H75BaN5 in a non-equilibrium geometry.

Results
Charge: +2
HOMO energy (eV): -13.316
LUMO level (Ha): -0.1720
2S+1: 1

Geometry (Å):
Ba1 8.683 3.739 -16.161
C1 9.310 0.079 -16.829
C2 7.871 0.478 -16.643
N1 7.447 1.567 -17.542
C3 7.604 1.086 -18.938
C4 7.282 -0.353 -19.315
C5 6.049 1.779 -17.181
C6 5.429 3.022 -17.856
H1 9.638 -0.527 -15.975
H2 10.016 0.863 -16.988
H3 9.409 -0.583 -17.647
H4 7.739 0.660 -15.561
H5 7.239 -0.384 -16.792
H6 8.667 1.199 -19.201
H7 7.143 1.759 -19.670
H8 8.011 -1.062 -18.988
H9 7.297 -0.412 -20.400
H10 6.297 -0.739 -18.932
H11 5.978 1.985 -16.156
H12 5.450 0.881 -17.440
H13 6.188 3.762 -18.060
H14 4.615 3.454 -17.286
H15 5.090 2.680 -18.841
C7 10.000 1.069 -13.754
C8 11.193 1.637 -14.471
N2 11.031 3.060 -14.808
C9 10.931 3.872 -13.676
C10 11.991 3.799 -12.650
C11 12.231 3.428 -15.565
C12 11.881 3.202 -17.020
H16 10.100 -0.003 -13.714
H17 9.080 1.287 -14.219
H18 9.976 1.462 -12.806
H19 11.353 1.082 -15.349
H20 12.062 1.464 -13.864
H21 9.993 3.643 -13.187
H22 10.935 4.930 -14.008
H23 13.007 3.918 -13.081
H24 11.901 2.894 -12.027
H25 11.882 4.624 -11.911
H26 13.136 2.894 -15.246
H27 12.470 4.467 -15.383
H28 11.661 2.177 -17.187
H29 12.800 3.420 -17.634
H30 11.194 3.888 -17.325
C13 5.613 5.010 -10.141
C14 6.766 5.184 -11.090
N3 7.075 3.981 -11.879
C15 5.936 3.299 -12.457
C16 6.375 2.465 -13.617
C17 8.081 3.107 -11.282
C18 7.650 2.271 -10.148
H31 4.707 5.046 -10.697
H32 5.566 5.692 -9.338
H33 5.593 4.043 -9.635
H34 7.617 5.556 -10.505
H35 6.497 6.015 -11.817
H36 5.218 4.010 -12.857
H37 5.419 2.736 -11.703
H38 6.663 3.001 -14.536
H39 5.525 1.863 -13.905
H40 7.169 1.694 -13.399
H41 8.905 3.718 -10.896
H42 8.455 2.532 -12.064
H43 7.406 2.839 -9.279
H44 8.454 1.672 -9.786
H45 6.808 1.703 -10.418
C19 10.549 3.135 -20.007
C20 10.193 4.324 -20.831
N4 8.786 4.500 -21.036
C21 8.713 5.616 -22.019
C22 7.320 6.301 -22.126
C23 8.063 4.663 -19.774
C24 8.628 5.691 -18.816
H46 11.624 3.191 -19.902
H47 10.420 2.203 -20.488
H48 10.064 2.991 -19.051
H49 10.632 3.990 -21.763
H50 10.747 5.192 -20.473
H51 8.977 5.192 -22.980
H52 9.438 6.410 -21.803
H53 6.542 5.566 -21.790
H54 7.171 6.648 -23.153
H55 7.296 7.208 -21.486
H56 8.042 3.665 -19.280
H57 7.028 4.941 -19.979
H58 9.643 5.427 -18.415
H59 7.993 5.645 -17.905
H60 8.743 6.700 -19.268
C25 7.158 8.838 -15.547
C26 7.717 7.576 -16.256
N5 8.045 6.425 -15.397
C27 6.842 5.990 -14.690
C28 5.750 5.536 -15.655
C29 9.185 6.871 -14.590
C30 9.017 6.373 -13.189
H61 7.724 9.224 -14.697
H62 6.127 8.732 -15.299
H63 7.057 9.599 -16.305
H64 8.612 7.888 -16.777
H65 6.994 7.309 -17.039
H66 6.437 6.837 -14.152
H67 6.951 5.214 -13.990
H68 5.093 4.835 -15.181
H69 6.210 5.026 -16.445
H70 5.097 6.327 -15.981
H71 9.369 7.982 -14.533
H72 10.151 6.516 -15.010
H73 8.234 6.893 -12.754
H74 9.863 6.672 -12.640
H75 8.819 5.313 -13.019



Density functional theory data (the ωB97M-V functional and the def2-TZVPD basis) for a cluster of 5 separate species, C30H75N5O10 in total in a non-equilibrium geometry.

Results
HOMO energy (eV): -8.076
LUMO level (Ha): 0.0235
SMILES: COCCNCCOC.COCCNCCOC.COCCNCCOC.COCCNCCOC.COCCNCCOC
2S+1: 1

Geometry (Å):
C1 0.982 0.071 -3.039
O1 1.529 0.979 -2.075
C2 1.085 0.652 -0.746
C3 -0.416 0.673 -0.480
N1 -1.368 -0.436 -0.792
C4 -1.028 -1.776 -0.412
C5 -2.335 -2.456 -0.250
O2 -2.981 -1.867 0.869
C6 -4.388 -2.048 0.629
H1 -0.086 0.273 -3.124
H2 1.295 -0.959 -2.866
H3 1.459 0.476 -3.932
H4 1.486 1.467 -0.143
H5 1.600 -0.190 -0.283
H6 -0.788 1.592 -0.932
H7 -0.537 0.659 0.603
H8 -2.200 -0.212 -0.265
H9 -0.525 -1.898 0.547
H10 -0.451 -2.282 -1.186
H11 -2.060 -3.462 0.065
H12 -2.889 -2.441 -1.189
H13 -4.676 -3.099 0.652
H14 -4.791 -1.610 -0.284
H15 -5.093 -1.747 1.404
C7 12.599 -3.810 -0.300
O3 11.172 -3.521 0.011
C8 10.350 -4.420 -0.601
C9 8.972 -3.786 -0.776
N2 8.573 -3.160 0.455
C10 7.915 -3.997 1.531
C11 7.522 -3.243 2.784
O4 6.193 -2.767 2.741
C12 5.832 -1.700 3.593
H16 13.302 -3.282 0.345
H17 13.112 -3.547 -1.225
H18 12.954 -4.815 -0.075
H19 10.530 -5.423 -0.216
H20 10.640 -4.449 -1.652
H21 8.178 -4.407 -1.191
H22 9.122 -3.027 -1.544
H23 9.280 -2.537 0.818
H24 8.622 -4.728 1.924
H25 7.161 -4.645 1.085
H26 8.090 -2.313 2.790
H27 7.915 -3.756 3.662
H28 5.880 -2.069 4.618
H29 4.802 -1.384 3.429
H30 6.480 -0.826 3.528
C13 -12.038 -2.682 -1.628
O5 -12.802 -2.660 -0.424
C14 -12.583 -1.459 0.236
C15 -13.305 -1.351 1.581
N3 -12.485 -1.654 2.743
C16 -12.988 -1.049 4.024
C17 -12.162 -1.474 5.234
O6 -12.474 -2.671 5.887
C18 -13.478 -2.690 6.814
H31 -11.011 -2.584 -1.277
H32 -12.251 -1.861 -2.313
H33 -12.243 -3.499 -2.319
H34 -12.953 -0.695 -0.447
H35 -11.587 -1.102 0.499
H36 -14.025 -2.165 1.495
H37 -13.865 -0.457 1.853
H38 -12.193 -2.621 2.750
H39 -14.025 -1.335 4.204
H40 -12.970 0.038 4.091
H41 -12.214 -0.611 5.898
H42 -11.134 -1.477 4.873
H43 -13.120 -2.310 7.770
H44 -13.769 -3.709 7.069
H45 -14.460 -2.332 6.504
C19 -4.465 4.272 -2.754
O7 -4.187 3.418 -3.854
C20 -5.217 2.688 -4.413
C21 -4.765 1.994 -5.699
N4 -4.114 0.668 -5.357
C22 -3.839 -0.325 -6.410
C23 -4.881 -1.003 -7.262
O8 -5.730 -1.916 -6.666
C24 -6.114 -2.969 -7.571
H46 -3.686 5.033 -2.718
H47 -4.435 3.709 -1.822
H48 -5.422 4.751 -2.962
H49 -5.994 3.393 -4.708
H50 -5.605 1.988 -3.673
H51 -4.283 2.685 -6.391
H52 -5.769 1.718 -6.019
H53 -3.721 0.584 -4.430
H54 -3.245 -1.122 -5.962
H55 -3.178 0.204 -7.097
H56 -4.431 -1.337 -8.197
H57 -5.576 -0.270 -7.673
H58 -6.706 -3.741 -7.081
H59 -5.236 -3.418 -8.035
H60 -6.653 -2.670 -8.469
C25 11.272 4.674 -1.142
O9 10.748 4.814 0.186
C26 9.337 5.052 0.189
C27 8.812 5.806 1.530
N5 8.932 5.029 2.743
C28 8.589 5.647 4.022
C29 9.013 4.804 5.229
O10 10.438 4.757 5.285
C30 11.068 5.825 5.808
H61 11.383 3.650 -1.498
H62 12.243 5.152 -1.012
H63 10.641 5.129 -1.905
H64 8.767 4.171 -0.105
H65 9.169 5.726 -0.652
H66 7.743 5.918 1.350
H67 9.260 6.797 1.464
H68 9.826 4.560 2.739
H69 7.551 5.957 4.144
H70 9.092 6.614 3.996
H71 8.647 3.781 5.136
H72 8.639 5.136 6.197
H73 12.106 5.510 5.916
H74 10.825 6.141 6.823
H75 11.263 6.679 5.159



Density functional theory data (the ωB97M-V functional and the def2-TZVPD basis) for a cluster of 7 separate species, C30H77N3O10 in total in a non-equilibrium geometry.

Results
HOMO energy (eV): -7.833
LUMO level (Ha): 0.0169
SMILES: COCCNCCOC.COCCNCCOC.COCCNCCOC.CC(C)O.CC(C)O.CC(C)O.CC(C)O
2S+1: 1

Geometry (Å):
C1 -24.403 -24.057 14.376
O1 -23.987 -25.026 15.320
C2 -23.968 -26.335 14.724
C3 -25.356 -27.052 14.757
N1 -25.386 -28.254 13.961
C4 -24.972 -29.353 14.811
C5 -24.671 -30.566 13.939
O2 -23.956 -31.195 14.914
C6 -23.153 -32.237 14.418
H1 -25.422 -24.332 14.001
H2 -23.745 -24.033 13.539
H3 -24.380 -23.077 14.751
H4 -23.293 -26.901 15.350
H5 -23.585 -26.315 13.708
H6 -26.109 -26.454 14.322
H7 -25.608 -27.251 15.749
H8 -24.872 -28.110 13.112
H9 -25.785 -29.541 15.517
H10 -24.071 -29.055 15.360
H11 -24.001 -30.280 13.161
H12 -25.558 -31.181 13.632
H13 -22.523 -31.935 13.551
H14 -23.699 -33.077 14.060
H15 -22.489 -32.553 15.177
C7 -29.993 -29.601 16.291
O3 -29.373 -30.013 15.112
C8 -28.881 -28.869 14.482
C9 -28.183 -29.339 13.183
N2 -27.665 -28.243 12.346
C10 -26.849 -28.883 11.359
C11 -25.955 -27.902 10.666
O4 -24.919 -27.496 11.533
C12 -23.701 -28.066 11.214
H16 -29.461 -28.844 16.899
H17 -30.217 -30.477 16.930
H18 -30.948 -29.122 16.140
H19 -28.086 -28.429 15.111
H20 -29.656 -28.135 14.281
H21 -28.936 -29.886 12.597
H22 -27.386 -29.997 13.477
H23 -26.943 -27.814 12.931
H24 -27.580 -29.280 10.720
H25 -26.206 -29.715 11.548
H26 -26.432 -27.080 10.262
H27 -25.437 -28.224 9.794
H28 -22.846 -27.732 11.730
H29 -23.445 -27.965 10.148
H30 -23.778 -29.135 11.439
C13 -27.367 -26.958 18.035
O5 -26.804 -27.857 18.971
C14 -26.417 -29.075 18.405
C15 -24.894 -28.937 18.262
N3 -24.259 -30.093 17.675
C16 -24.123 -31.224 18.535
C17 -23.402 -32.319 17.773
O6 -22.877 -33.235 18.699
C18 -23.721 -34.294 18.872
H31 -28.151 -27.456 17.488
H32 -26.672 -26.701 17.238
H33 -27.762 -26.102 18.522
H34 -26.835 -29.371 17.467
H35 -26.609 -29.925 19.067
H36 -24.458 -28.623 19.204
H37 -24.752 -28.163 17.563
H38 -24.419 -30.264 16.657
H39 -25.089 -31.545 18.925
H40 -23.569 -30.920 19.447
H41 -22.495 -31.901 17.364
H42 -24.027 -32.613 16.917
H43 -23.774 -34.965 18.076
H44 -24.675 -33.990 19.263
H45 -23.268 -34.905 19.595
C19 -26.736 -32.077 15.999
C20 -27.025 -33.239 16.963
C21 -27.695 -32.805 18.302
O7 -27.944 -34.109 16.331
H46 -26.318 -32.531 15.055
H47 -26.011 -31.361 16.424
H48 -27.597 -31.555 15.752
H49 -26.080 -33.726 17.164
H50 -27.012 -32.117 18.807
H51 -28.013 -33.605 18.999
H52 -28.588 -32.179 18.072
H53 -28.628 -33.595 15.932
C22 -30.828 -31.976 13.060
C23 -29.886 -32.961 13.744
C24 -28.529 -33.018 13.196
O8 -29.840 -32.537 15.042
H54 -31.880 -32.133 13.305
H55 -30.916 -32.197 12.033
H56 -30.570 -30.915 13.118
H57 -30.326 -33.912 13.629
H58 -28.479 -33.223 12.101
H59 -27.870 -33.731 13.680
H60 -27.990 -32.055 13.332
H61 -29.847 -31.573 14.990
C25 -25.307 -32.941 11.442
C26 -25.193 -34.182 12.216
C27 -26.046 -35.402 11.875
O9 -23.872 -34.682 12.158
H62 -25.238 -33.238 10.366
H63 -24.473 -32.265 11.652
H64 -26.300 -32.426 11.578
H65 -25.483 -34.019 13.220
H66 -25.777 -35.826 10.939
H67 -27.163 -35.263 11.744
H68 -25.899 -36.178 12.626
H69 -23.529 -34.706 11.268
C28 -26.442 -31.176 21.621
C29 -26.285 -29.899 22.477
C30 -25.277 -28.898 21.958
O10 -27.556 -29.442 22.572
H70 -25.491 -31.539 21.327
H71 -27.056 -31.123 20.778
H72 -26.956 -31.920 22.223
H73 -26.004 -30.200 23.482
H74 -25.567 -28.408 21.035
H75 -24.402 -29.474 21.730
H76 -25.012 -28.195 22.699
H77 -27.598 -28.751 23.274



For the records above, the corresponding ΔE to the lowest compared entry with this formula, charge and spin values read 0.00 12.52 558.60 499.40 kJ/mol.